Record 1
Density functional theory data (ωB97M-V/def2-TZVPD) for one molecule with the formula C22H21BrN2O3S.

Structure (ORCA input):
```
! RIJCOSX wB97M-V def2-TZVPD def2/J DEFGRID3
* xyz 0 1
C -4.0715 -3.5797 -2.1664
C -4.1012 -3.5573 -0.6368
C -3.1825 -4.6407 -0.0680
C -3.6908 -2.2124 -0.1303
C -4.4168 -1.3507 0.6235
C -3.7239 -0.1471 0.9375
C -4.1824 0.9959 1.7240
N -5.4339 0.9252 2.2282
O -3.4782 1.9843 1.9298
C -2.4567 -0.1538 0.3860
N -1.5518 0.8611 0.5115
C -0.3174 0.7849 -0.0524
O 0.0076 -0.1997 -0.6990
C 0.5785 1.9479 0.1581
C 0.3459 2.9412 1.1059
C 1.2484 3.9816 1.2403
C 2.3828 4.0379 0.4495
C 2.6272 3.0482 -0.4957
C 3.8649 3.1110 -1.3591
O 4.2524 1.8716 -1.9071
C 4.6606 0.8796 -1.0721
C 4.7656 0.9879 0.3112
C 5.2032 -0.0913 1.0596
C 5.5341 -1.2747 0.4290
Br 6.1398 -2.7528 1.4661
C 5.4338 -1.4014 -0.9473
C 4.9990 -0.3262 -1.6909
C 1.7197 2.0127 -0.6373
S -2.1017 -1.5831 -0.4966
H -4.7276 -2.8128 -2.5719
H -4.3984 -4.5485 -2.5366
H -3.0604 -3.3932 -2.5207
H -5.1267 -3.7478 -0.2987
H -3.2067 -4.6290 1.0193
H -3.4980 -5.6227 -0.4123
H -2.1592 -4.4685 -0.3931
H -5.4200 -1.5710 0.9460
H -6.0269 0.1310 2.0773
H -5.7744 1.6974 2.7752
H -1.9218 1.6506 1.0542
H -0.5190 2.9105 1.7507
H 1.0699 4.7525 1.9748
H 3.0850 4.8509 0.5681
H 3.6663 3.7410 -2.2339
H 4.6957 3.5624 -0.7978
H 4.5017 1.8993 0.8232
H 5.2821 -0.0053 2.1325
H 5.6918 -2.3314 -1.4295
H 4.9090 -0.3966 -2.7630
H 1.8831 1.2315 -1.3649
*
```

As for the HOMO-LUMO gap: 0.3011 Eh. Its HOMO energy is -7.99 eV. For the relative energy (zero: lowest compared OMol25 entry of this formula, charge and spin), the calculation gives 0.0000 eV.

Record 2
Density functional theory data (ωB97M-V/def2-TZVPD) for C22H21F7N2OPdS as an isolated structure in a non-equilibrium geometry.

Structure (ORCA input):
```
! RIJCOSX wB97M-V def2-TZVPD def2/J DEFGRID3
* xyz 2 1
C -2.0065 -3.1435 4.7991
C -0.6609 -2.4699 4.8747
O 0.0793 -2.6433 5.7916
N -0.3130 -1.6306 3.7516
C 0.5508 -0.5005 4.1344
C 0.2471 -2.4503 2.6966
C -0.0437 -1.8315 1.3102
C -1.4853 -2.1430 0.8754
C -2.4707 -0.9455 0.9900
C -2.9687 -0.5145 -0.3668
C -4.1492 -0.9966 -0.8857
C -4.5800 -0.5962 -2.1615
C -3.8772 0.2974 -2.9243
C -2.6798 0.8245 -2.4387
C -2.2291 0.4019 -1.1556
S -0.7779 1.0172 -0.5255
C 0.0405 1.6803 -1.8686
C 1.4115 1.9467 -1.7295
C 2.0984 2.5162 -2.7747
C 3.5675 2.8727 -2.7130
F 3.6195 4.2216 -2.5585
F 4.1709 2.5782 -3.8653
C 4.3499 2.2623 -1.5369
F 4.1504 0.9294 -1.5213
F 3.8749 2.7677 -0.3892
C 5.8842 2.5010 -1.5689
F 6.1525 3.7862 -1.6711
F 6.3757 2.0404 -0.4244
F 6.4231 1.8331 -2.5696
C 1.4117 2.8040 -3.9685
C 0.0703 2.5517 -4.1139
C -0.6508 1.9707 -3.0566
N -2.0025 1.7557 -3.1997
H -1.8828 -4.0908 4.2746
H -2.7050 -2.5376 4.2321
H -2.3409 -3.3287 5.8100
H 1.2388 -0.2976 3.3162
H 1.1546 -0.7146 5.0100
H -0.0443 0.3969 4.2632
H 1.3488 -2.6403 2.8465
H -0.2748 -3.4277 2.7237
H 0.0944 -0.7668 1.4530
H 0.6809 -2.2000 0.5908
H -1.8917 -2.9816 1.4281
H -1.4735 -2.4604 -0.1653
H -2.0272 -0.1107 1.5258
H -3.3462 -1.2289 1.5627
H -4.7432 -1.6814 -0.3044
H -5.5064 -1.0108 -2.5257
H -4.2719 0.5887 -3.8861
H 1.8930 1.6907 -0.8013
H 1.9305 3.2519 -4.8013
H -0.4288 2.8054 -5.0352
H -2.2597 1.6345 -4.1781
Pd 1.2725 -4.5835 3.4251
*
```

As for the HOMO-LUMO gap: 0.0717 Eh. Its HOMO energy is -12.80 eV. For the relative energy (zero: lowest compared OMol25 entry of this formula, charge and spin), the calculation gives 0.0000 eV.

Record 3
Density functional theory data (ωB97M-V/def2-TZVPD) for one molecule with the formula C22H21N3O4S2 in a non-equilibrium geometry.

Structure (ORCA input):
```
! RIJCOSX wB97M-V def2-TZVPD def2/J DEFGRID3
* xyz 0 1
O -1.6566 -3.5583 1.5119
C -0.8750 -2.6345 1.5903
C -0.8963 -1.6528 2.7646
S -1.6744 -0.0620 2.3334
C -0.3339 0.8429 1.6544
N 0.7917 0.2252 1.4770
C 1.8055 0.9227 0.9112
C 1.6729 2.2570 0.5736
S 3.0993 2.9245 -0.1550
C 3.9025 1.3797 -0.0133
C 5.1962 1.0880 -0.4223
C 5.6721 -0.1930 -0.2345
C 4.8769 -1.1767 0.3547
C 3.5937 -0.8939 0.7645
C 3.0921 0.3945 0.5816
C 0.4574 2.9790 0.8057
O 0.2419 4.1505 0.5921
N -0.5546 2.1497 1.3601
C -1.8649 2.7602 1.5477
C -2.8183 2.3610 0.4706
C -3.9392 1.5830 0.4904
C -4.4340 1.5732 -0.8362
C -3.5737 2.3393 -1.5602
O -2.5947 2.8184 -0.7798
N 0.1120 -2.3798 0.7188
C 0.2968 -3.0974 -0.5153
C -0.1532 -2.2589 -1.7237
C -1.6731 -2.0883 -1.8184
C -1.8025 -0.7055 -2.4486
C -0.6273 0.0178 -1.7974
O 0.3996 -0.9450 -1.6415
H -1.5228 -2.0603 3.5573
H 0.1062 -1.4373 3.1288
H 5.8076 1.8516 -0.8766
H 6.6756 -0.4386 -0.5476
H 5.2775 -2.1701 0.4897
H 2.9733 -1.6463 1.2263
H -2.2658 2.4742 2.5223
H -1.6903 3.8410 1.5047
H -4.3570 1.0852 1.3405
H -5.3068 1.0666 -1.1932
H -3.5500 2.6098 -2.5971
H 0.6206 -1.5014 0.8146
H 1.3583 -3.3387 -0.6211
H -0.2893 -4.0177 -0.4700
H 0.2386 -2.7326 -2.6364
H -2.1339 -2.8763 -2.4085
H -2.1127 -2.0945 -0.8201
H -2.7530 -0.2214 -2.2382
H -1.6571 -0.7638 -3.5280
H -0.2322 0.8450 -2.3912
H -0.9257 0.4049 -0.8125
*
```

As for the HOMO-LUMO gap: 0.3010 Eh. Its HOMO energy is -8.17 eV. For the relative energy (zero: lowest compared OMol25 entry of this formula, charge and spin), the calculation gives 0.1748 eV.

Record 4
Density functional theory data (ωB97M-V/def2-TZVPD) for a 5-piece molecular cluster, C22H21N5O6 overall in a non-equilibrium geometry.

Structure (ORCA input):
```
! RIJCOSX wB97M-V def2-TZVPD def2/J DEFGRID3
* xyz 0 1
O 6.9549 11.6247 -1.4178
N 6.5829 10.6783 -0.7662
O 7.2615 10.1720 0.1367
C 5.2822 10.1261 -1.2516
C 4.8302 8.8789 -0.7928
C 3.6700 8.3675 -1.2044
C 2.8217 9.0351 -2.0922
C 3.3029 10.2230 -2.6563
C 4.5076 10.8090 -2.1719
H 5.5556 8.3032 -0.2372
H 3.4109 7.4393 -0.7168
H 1.7910 8.7459 -2.2349
H 2.6107 10.8101 -3.2416
H 4.6398 11.8519 -2.4195
O 3.9640 -0.8919 1.1574
N 3.9707 -2.1200 1.2119
O 3.7816 -2.8466 0.2878
C 4.5994 -2.7057 2.4108
C 4.4456 -2.1072 3.6439
C 5.0085 -2.6812 4.7925
C 5.8366 -3.7815 4.6034
C 5.9301 -4.4456 3.3661
C 5.3202 -3.8838 2.2499
H 3.8916 -1.1863 3.7509
H 4.8148 -2.1574 5.7170
H 6.3018 -4.2100 5.4788
H 6.6149 -5.2743 3.2625
H 5.3444 -4.4521 1.3318
O -3.9095 -3.7314 2.4516
N -4.6466 -4.2448 1.5460
O -4.4105 -4.0839 0.3670
C -5.6619 -5.2766 1.7894
C -5.9125 -5.7590 3.0750
C -7.0219 -6.4404 3.4993
C -8.0086 -6.6864 2.5055
C -7.8059 -6.3292 1.1750
C -6.6314 -5.6410 0.7671
H -5.1863 -5.4483 3.8115
H -7.2190 -6.5848 4.5513
H -9.0014 -7.0366 2.7470
H -8.4715 -6.4268 0.3301
H -6.4836 -5.3460 -0.2613
C -6.6375 -4.1172 -5.8608
C -5.9875 -2.8752 -5.2857
N -5.5872 -1.9160 -4.7964
H -6.3897 -4.2660 -6.9118
H -7.7080 -4.3004 -5.7678
H -6.0548 -4.8879 -5.3563
C -0.8062 0.6805 -2.6678
C -0.6153 2.1135 -2.9137
N -0.4587 3.2391 -3.1205
H -0.6132 0.1892 -3.6215
H -1.8006 0.4928 -2.2629
H -0.0171 0.3614 -1.9870
*
```

As for the HOMO-LUMO gap: 0.3322 Eh. Its HOMO energy is -9.98 eV. For the relative energy (zero: lowest compared OMol25 entry of this formula, charge and spin), the calculation gives 1.0838 eV.